# 1
A cluster of 2 separate species, H2N2O2 in total in a non-equilibrium geometry. Source: the Open Molecules 2025 dataset; level of theory: wB97M-V/def2-TZVPD.

Geometry as XYZ:
```
6
H2N2O2 (wB97M-V/def2-TZVPD)
O 0.381 0.340 0.321
N 1.051 1.366 0.098
N -0.928 -1.056 -0.195
O 1.129 2.105 -0.837
H -0.235 -1.793 -0.090
H -1.398 -0.960 0.702
```

LUMO level (alpha / beta) (eV): -0.2 / -1.6
Energy relative to the best compared isomer or geometry (same formula, charge and spin) (kcal per mole): 95.8
Frontier orbital gap (alpha / beta) (hartree): 0.37283 / 0.31825
HOMO (alpha / beta) (eV): -10.3 / -10.3

***

# 2
A structure of composition C42H43N2O4S2Ti in a non-equilibrium geometry. Source: the Open Molecules 2025 dataset; level of theory: wB97M-V/def2-TZVPD.

Geometry as XYZ:
```
94
C42H43N2O4S2Ti (wB97M-V/def2-TZVPD)
C -2.545 -0.292 4.992
C 0.205 -4.452 -1.732
C 1.140 -4.127 1.015
H 2.714 -0.718 -4.061
H -3.394 -0.694 5.547
C 0.476 2.577 2.407
C 0.398 1.379 6.707
C -1.386 -0.034 5.914
C -1.439 0.823 -2.555
H -2.568 3.071 -3.468
H 1.358 -3.431 -4.205
C -1.650 0.300 -3.967
C 0.014 -0.750 7.746
H -2.863 0.612 4.480
C 2.741 -0.291 -3.062
C 2.951 -2.011 1.679
C -0.533 2.426 1.342
H -0.901 1.871 5.067
H 3.774 -0.001 -2.871
H -3.073 0.118 -0.400
H 0.395 -4.781 -2.751
C -4.263 3.324 -2.177
O 1.362 0.569 1.512
H -1.463 3.272 -0.397
C -2.046 -0.788 -6.505
H 1.149 -3.676 2.003
H -1.603 -1.903 6.945
H 1.820 -4.985 1.028
C -4.980 2.813 -1.100
C -3.130 2.674 -2.632
C 2.561 2.683 4.218
H -0.859 -4.199 -1.667
H -1.041 4.398 0.903
C 1.533 -3.131 -0.049
C 2.255 -1.264 -2.013
H -3.731 -0.128 -3.648
C -1.595 -0.598 2.381
C 2.374 -2.058 0.286
Ti 0.167 0.325 0.089
H -1.743 -0.923 -1.609
C 1.435 1.553 2.427
C -4.550 1.651 -0.484
H -2.200 -1.204 -7.492
O 0.518 1.560 -1.414
C 2.472 1.605 3.352
H 2.208 -1.676 2.406
H -4.072 -1.111 -5.875
S -1.115 -1.564 1.016
H 1.104 -1.701 -4.393
C -2.899 -0.186 -4.341
H -5.093 1.247 0.361
H 0.234 3.781 -0.147
C -0.703 3.520 0.341
O -1.036 -0.273 -1.701
C -0.801 -0.292 -6.144
C 0.734 0.435 7.665
N -1.284 1.359 1.268
C 1.631 3.716 4.178
H -0.141 4.461 3.222
C -3.095 -0.736 -5.599
C -3.407 0.999 -0.933
H 0.955 2.303 6.636
H 2.153 0.630 -3.063
H 0.131 -4.502 0.854
C -1.040 -0.979 6.877
S -2.195 -1.548 3.725
C -0.603 0.244 -4.882
H -4.591 4.233 -2.665
C 2.712 -1.106 -0.688
C 1.427 -2.339 -2.341
O -0.121 2.731 -3.206
H 3.723 0.246 0.678
H 3.285 -3.005 1.980
H 1.719 4.556 4.853
C 3.643 0.049 -0.385
C 0.909 -2.547 -3.743
H 0.368 0.641 -4.618
C -0.653 1.143 5.830
H 4.646 -0.148 -0.776
H 0.377 -5.303 -1.079
H 3.374 2.720 4.932
H 0.271 -1.493 8.491
H 1.554 0.621 8.348
H 3.288 0.968 -0.853
C -2.691 1.506 -2.009
C 0.591 3.663 3.263
C 1.074 -3.275 -1.357
H 0.020 -0.321 -6.850
H -5.866 3.323 -0.745
H -0.173 -2.699 -3.742
C -0.252 1.814 -2.430
H 3.201 0.805 3.370
H 3.809 -1.348 1.749
N -1.518 0.683 2.473
```

LUMO level (alpha / beta) (eV): -0.2 / -0.5
Energy relative to the best compared isomer or geometry (same formula, charge and spin) (kcal per mole): 18.7
Frontier orbital gap (alpha / beta) (hartree): 0.28575 / 0.28196
<S²>: 0.76
HOMO (alpha / beta) (eV): -8.0 / -8.2
2S+1: 2

***

# 3
The molecule CH3NO2S in a non-equilibrium geometry. Source: the Open Molecules 2025 dataset; level of theory: wB97M-V/def2-TZVPD.

Geometry as XYZ:
```
8
CH3NO2S (wB97M-V/def2-TZVPD)
S -0.494 -0.742 0.518
O -1.715 1.687 0.264
H 1.564 0.091 -0.247
O -0.549 -1.706 -0.584
N 1.081 -0.130 0.573
H 1.512 -0.859 1.036
C -0.980 0.867 -0.249
H -0.419 0.792 -1.312
```

LUMO level (eV): 0.1
Energy relative to the best compared isomer or geometry (same formula, charge and spin) (kcal per mole): 35.6
Frontier orbital gap (hartree): 0.36275
HOMO (eV): -9.8

***

# 4
A structure of composition C22H43DyN2OP2 in a non-equilibrium geometry. Source: the Open Molecules 2025 dataset; level of theory: wB97M-V/def2-TZVPD.

Geometry as XYZ:
```
71
C22H43DyN2OP2 (wB97M-V/def2-TZVPD)
H -1.444 1.486 -1.359
P -0.547 -2.058 -1.812
H 5.161 -1.009 3.308
C 0.248 2.061 2.956
H -2.271 -1.698 -3.347
H -2.208 -3.682 -4.814
C 1.437 2.578 -0.143
H -0.619 -2.925 -4.719
C -1.430 1.505 -0.199
C 4.078 -1.249 3.359
C 2.170 -2.292 4.459
H -0.607 6.280 -1.002
C -1.369 -3.476 -4.134
H 0.325 2.399 3.998
H 3.020 1.922 -1.463
H -0.287 -4.225 1.337
H -3.077 4.925 -1.208
C -0.315 3.201 2.110
C 1.582 -0.260 -2.633
C 3.214 -0.799 2.366
C 1.011 -1.698 -2.717
P -0.316 2.846 0.280
H -1.538 3.792 3.772
O -1.170 0.340 0.532
H -0.842 4.069 -1.605
H 1.053 -3.209 -0.398
H -3.893 -3.499 -2.927
H 1.784 3.594 -0.390
H 1.806 -2.322 -2.278
C 1.926 1.696 -1.301
H 3.576 -0.167 1.529
H -3.042 4.485 0.514
H 0.453 5.584 0.222
H -1.905 4.713 2.343
H 0.404 4.035 2.176
H -1.089 -2.644 1.073
H 0.792 -4.735 -2.356
H -3.461 -2.694 -1.404
C -1.122 4.255 -0.551
H -3.088 3.248 -0.728
H -0.831 -5.270 -1.725
H 0.260 -1.942 3.424
H 4.212 -2.421 5.207
C -1.886 -2.655 -2.943
C -3.071 -3.334 -2.211
C -0.842 -3.629 0.592
N 1.874 0.217 -1.237
H 1.997 2.324 0.755
H -1.783 -4.155 0.362
H -0.956 -4.448 -3.828
C -0.582 5.619 -0.130
C 1.361 -1.792 3.416
H -2.802 -4.318 -1.793
H 0.799 -1.969 -3.760
H 1.436 2.085 -2.220
H 0.819 0.362 -3.156
C 0.150 -4.840 -1.461
H -1.201 6.082 0.644
H 0.657 -5.565 -0.803
N 1.877 -1.077 2.343
H -2.459 3.010 2.478
C -2.658 4.221 -0.478
H 1.265 1.770 2.672
H 1.706 -2.885 5.267
H -2.479 1.828 -0.708
Dy 0.684 -0.776 0.364
H -0.403 1.180 2.924
H 2.527 -0.160 -3.254
C 0.018 -3.519 -0.680
C -1.638 3.706 2.683
C 3.548 -2.021 4.411
```

LUMO level (alpha / beta) (eV): -5.8 / -5.8
Energy relative to the best compared isomer or geometry (same formula, charge and spin) (kcal per mole): 9.5
Frontier orbital gap (alpha / beta) (hartree): 0.29040 / 0.29272
<S²>: 9.35
Charge: +2
HOMO (alpha / beta) (eV): -13.7 / -13.7
2S+1: 6